{
  "formula": "C27H43BrGaN2O21",
  "method": "the ωB97M-V functional and the def2-TZVPD basis",
  "total_charge": -1,
  "energy_ev": -197088.4534,
  "homo_energy_ev": -4.79,
  "max_force_ev_per_a": 10.4,
  "elements": ["C", "C", "O", "C", "C", "O", "C", "Ga", "N", "N", "C", "O", "C", "Br", "C", "C", "H", "H", "H", "H", "H", "H", "H", "H", "H", "H", "H", "H", "H", "H", "H", "H", "H", "H", "H", "C", "C", "O", "C", "O", "O", "H", "H", "H", "H", "C", "C", "O", "C", "O", "O", "H", "H", "H", "H", "C", "C", "O", "C", "O", "O", "H", "H", "H", "H", "C", "C", "O", "C", "O", "O", "H", "H", "H", "H", "C", "C", "O", "C", "O", "O", "H", "H", "H", "H", "C", "C", "O", "C", "O", "O", "H", "H", "H", "H"],
  "xyz": [[0.3770, -2.3967, 1.3521], [-1.1299, -1.8197, 0.9909], [-1.1061, -0.6699, 0.0620], [-0.9901, -1.0967, -1.3414], [-2.2050, -0.4685, -2.3026], [-3.2920, -1.4271, -2.5585], [-4.6144, -0.7572, -2.6074], [-5.7053, -1.1866, -0.9048], [-4.4956, -1.0919, 0.6551], [-7.0965, 0.2008, -0.6659], [-6.9130, 0.7828, 0.5946], [-6.4051, 1.2653, 1.7363], [-6.6150, -3.0427, -0.8889], [-8.5423, -2.8865, -1.5274], [-5.8095, -4.2209, -1.6988], [-4.2719, -4.4870, -1.1648], [0.2015, -3.3995, 1.9607], [1.0052, -1.6829, 2.0477], [0.9493, -2.7139, 0.3690], [-1.7280, -2.7074, 0.5035], [-1.6722, -1.4898, 1.9917], [0.0515, -0.6840, -1.7499], [-0.9398, -2.2678, -1.4934], [-2.5525, 0.5616, -1.8525], [-1.6936, -0.2087, -3.3481], [-5.2639, -1.1316, -3.5359], [-4.5285, 0.4232, -2.7630], [-3.9209, -1.9699, 0.5599], [-3.8991, -0.2391, 0.4450], [-6.6772, -3.4078, 0.2462], [-5.8686, -4.0457, -2.8692], [-6.4008, -5.2353, -1.4891], [-3.4469, -3.9323, -1.7833], [-4.0748, -5.6577, -1.2858], [-4.1898, -4.2944, 0.0106], [4.4074, 1.0432, 1.5429], [4.3343, 0.8374, 3.0212], [3.5410, -0.3272, 3.1489], [3.6528, -1.0143, 1.9746], [3.2367, -2.1470, 1.7970], [4.2916, -0.2691, 1.0258], [5.3508, 1.5004, 1.2323], [3.5768, 1.6473, 1.1631], [5.3168, 0.6468, 3.4659], [3.8689, 1.6822, 3.5364], [4.3664, 2.8440, 7.9896], [5.3813, 2.3180, 7.0272], [5.1104, 3.0408, 5.8413], [4.4826, 4.1942, 6.2142], [4.2563, 5.1287, 5.4637], [4.1421, 4.1656, 7.5358], [4.7312, 2.8448, 9.0204], [3.4226, 2.2905, 7.9464], [6.4077, 2.5303, 7.3443], [5.2766, 1.2426, 6.8585], [2.0437, 1.2000, -4.7484], [2.8885, 0.2933, -5.5833], [3.1183, -0.8131, -4.7318], [2.1011, -0.8313, -3.8215], [1.8900, -1.7461, -3.0428], [1.3509, 0.3066, -3.8970], [1.3423, 1.7858, -5.3488], [2.6420, 1.8812, -4.1342], [2.3673, -0.0540, -6.4817], [3.8330, 0.7589, -5.8780], [8.4572, 3.8019, 1.4678], [9.6240, 3.1724, 2.1574], [9.1032, 2.8245, 3.4262], [7.7510, 2.7056, 3.2812], [7.0042, 2.2526, 4.1325], [7.3440, 3.1588, 2.0595], [8.4723, 3.6348, 0.3873], [8.3878, 4.8775, 1.6608], [9.9660, 2.2621, 1.6537], [10.4677, 3.8604, 2.2597], [0.2437, -4.3030, -3.4530], [1.0885, -5.2098, -4.2880], [1.3183, -6.3162, -3.4364], [0.3011, -6.3344, -2.5261], [0.0900, -7.2492, -1.7474], [-0.4491, -5.1964, -2.6016], [-0.4577, -3.7173, -4.0535], [0.8420, -3.6219, -2.8389], [0.5673, -5.5571, -5.1863], [2.0330, -4.7442, -4.5826], [-8.5336, 4.7944, -0.0294], [-7.5187, 4.2683, -0.9919], [-7.7896, 4.9912, -2.1778], [-8.4174, 6.1446, -1.8049], [-8.6437, 7.0791, -2.5553], [-8.7579, 6.1160, -0.4832], [-8.1688, 4.7952, 1.0014], [-9.4774, 4.2409, -0.0727], [-6.4923, 4.4807, -0.6748], [-7.6234, 3.1930, -1.1605]],
  "mulliken_charge": [-0.662, 0.042, -0.492, 0.583, -0.319, -0.246, -0.346, -0.098, -0.562, -0.391, 0.581, -0.588, -0.354, -0.296, -0.356, -0.586, 0.313, 0.036, 0.164, -0.050, 0.339, -0.079, -0.164, 0.309, 0.042, 0.180, 0.259, 0.103, 0.210, 0.341, 0.233, 0.337, 0.040, 0.366, 0.132, -0.087, 0.008, -0.328, 0.627, -0.558, -0.343, 0.099, 0.292, 0.091, 0.198, -0.372, -0.294, -0.140, 0.593, -0.562, -0.324, 0.304, 0.265, 0.258, 0.312, -0.330, -0.393, -0.338, 0.576, -0.485, -0.223, 0.310, 0.259, 0.256, 0.301, -0.332, -0.329, -0.310, 0.547, -0.479, -0.256, 0.298, 0.259, 0.268, 0.300, 0.086, -0.405, -0.339, 0.555, -0.579, -0.217, 0.375, 0.041, 0.262, 0.286, -0.298, -0.119, -0.307, 0.631, -0.570, -0.322, 0.300, 0.271, 0.208, 0.185]
}